53
Properties=species:S:1:pos:R:3:lowdin_spin:R:1 method="wB97M-V/def2-TZVPD" s2=6.016 total_energy_ev=-44714.009 lumo_ev="-2.394 / -4.923" fmax_ev_per_a=3.16 multiplicity=5 e_homo_ev="-7.213 / -11.841" charge=+1
C 0.765 -1.417 -3.717 0.004
C 0.810 -1.109 -2.354 0.041
N -0.330 -1.062 -1.642 0.100
C -1.531 -1.240 -2.238 0.031
C -1.629 -1.543 -3.601 0.000
C -0.454 -1.652 -4.348 0.024
C 2.143 -0.819 -1.702 0.069
P 2.302 -0.716 0.111 0.297
Pd -0.215 -0.331 0.312 1.001
P -2.435 -0.269 0.178 0.167
C -2.795 -1.050 -1.418 0.021
O 2.577 2.925 -2.791 0.013
O -1.155 3.172 -1.405 0.177
H 1.688 -1.420 -4.290 0.001
H -2.617 -1.698 -4.053 0.000
H -0.510 -1.849 -5.425 0.002
C 3.634 -1.913 0.416 0.037
C 2.837 0.933 0.624 0.086
H -3.560 -0.455 -1.941 0.004
H -3.235 -2.037 -1.208 0.001
H 2.512 0.152 -2.030 0.003
H 2.911 -1.516 -2.050 0.010
C -3.532 -1.021 1.375 0.034
C -2.887 1.445 -0.011 0.035
H 0.387 4.588 -0.419 0.674
H -1.128 3.377 -2.372 0.004
H 1.922 2.645 -2.102 0.008
H 2.295 2.380 -3.594 0.001
H 1.181 -1.400 0.906 0.132
H -0.270 3.620 -1.046 0.136
H 4.604 -1.568 -0.003 0.003
H 3.777 -2.139 1.492 0.004
H 3.365 -2.857 -0.097 0.003
H 3.916 0.909 0.802 0.020
H 2.624 1.644 -0.181 0.008
H 2.332 1.267 1.536 0.006
H -3.908 1.509 -0.395 0.007
H -2.810 1.915 0.972 0.000
H -2.200 1.990 -0.681 0.008
H -4.578 -0.868 1.088 0.008
H -3.335 -2.095 1.438 0.001
H -3.365 -0.569 2.356 0.001
C 1.213 0.342 3.916 0.038
C -0.071 -0.263 3.398 0.052
C -1.166 -0.147 4.439 0.015
O -0.485 0.391 2.207 0.697
H 1.126 1.430 3.945 0.000
H 2.065 0.096 3.285 0.001
H 1.439 -0.015 4.924 0.004
H 0.122 -1.346 3.271 0.010
H -1.422 0.901 4.609 0.000
H -2.076 -0.658 4.125 0.000
H -0.846 -0.588 5.386 0.002